94
Properties=species:S:1:pos:R:3:lowdin_charge:R:1 method="wB97M-V/def2-TZVPD" e_above_lowest_ev=2.2170 charge=-1
Y 1.083 0.361 -0.708 1.175
O 3.156 0.845 -1.621 -0.437
S 3.016 0.136 -2.901 0.500
O 3.636 0.817 -4.018 -0.283
O 1.598 -0.152 -3.122 -0.345
C 4.011 -1.353 -2.679 -0.208
C 4.991 -1.600 -3.629 -0.050
C 5.925 -2.604 -3.429 -0.068
C 5.881 -3.366 -2.272 -0.066
C 4.888 -3.136 -1.336 -0.045
C 3.962 -2.126 -1.536 -0.211
S 2.613 -2.011 -0.346 0.469
O 2.768 -0.784 0.453 -0.438
O 2.671 -3.236 0.400 -0.275
O 1.428 -1.891 -1.208 -0.435
H 5.013 -0.974 -4.507 0.107
H 6.692 -2.785 -4.168 0.102
H 6.612 -4.141 -2.096 0.103
H 4.794 -3.724 -0.438 0.112
N 0.651 2.376 -1.966 0.102
C 1.496 2.824 -2.608 -0.142
C 2.548 3.385 -3.350 -0.230
C 2.479 3.441 -4.741 -0.022
C 3.556 3.929 -5.451 -0.073
C 4.694 4.351 -4.783 -0.072
C 4.762 4.288 -3.400 -0.060
C 3.695 3.802 -2.671 -0.007
H 1.593 3.081 -5.240 0.127
H 3.521 3.969 -6.530 0.104
H 5.537 4.728 -5.344 0.102
H 5.659 4.611 -2.891 0.106
H 3.730 3.710 -1.596 0.101
C 0.814 4.029 3.060 -0.041
N 1.313 2.709 3.300 -0.121
C 1.142 1.960 4.437 -0.049
C 1.648 0.729 4.199 -0.061
N 2.125 0.731 2.915 0.104
C 1.902 1.940 2.359 -0.763
S 2.376 2.489 0.838 0.658
H 0.616 4.517 4.012 0.093
H -0.108 3.962 2.480 0.083
H 1.552 4.587 2.484 0.065
H 0.695 2.366 5.319 0.120
H 1.697 -0.134 4.831 0.068
H 2.478 -0.083 2.415 0.109
C -3.618 0.152 -0.894 -0.372
Te -2.509 1.491 -2.193 1.368
C -4.248 2.782 -1.751 -0.416
C -5.346 1.906 -1.248 -0.293
C -6.661 2.344 -1.184 -0.051
C -7.671 1.497 -0.759 -0.103
C -7.366 0.198 -0.388 -0.102
C -6.052 -0.237 -0.423 -0.046
C -5.036 0.609 -0.844 -0.273
H -3.166 0.175 0.098 0.043
H -3.556 -0.870 -1.263 0.041
H -4.579 3.354 -2.616 0.043
H -3.968 3.491 -0.974 0.052
H -6.893 3.359 -1.482 0.109
H -8.693 1.849 -0.727 0.094
H -8.153 -0.475 -0.079 0.094
H -5.818 -1.253 -0.135 0.107
O 1.465 -1.761 6.010 -0.333
S 1.317 -2.791 5.002 0.659
O 2.165 -3.936 5.193 -0.307
N 1.447 -2.119 3.504 -0.089
C 0.294 -2.137 2.898 -0.738
S -0.059 -1.529 1.373 0.817
C -0.821 -2.759 3.640 -0.234
C -2.143 -2.848 3.232 -0.033
C -3.046 -3.479 4.070 -0.073
C -2.634 -4.010 5.285 -0.083
C -1.313 -3.892 5.707 -0.045
C -0.426 -3.254 4.871 -0.191
H -2.432 -2.408 2.290 0.084
H -4.085 -3.556 3.777 0.101
H -3.350 -4.511 5.918 0.098
H -1.000 -4.290 6.660 0.114
N -2.419 -3.773 -1.754 0.013
C -1.342 -2.867 -1.340 -0.173
C -1.398 -1.609 -2.169 -0.541
O -2.150 -1.694 -3.256 0.103
O -0.853 -0.570 -1.861 -0.198
H -3.278 -3.526 -1.265 0.086
H -2.199 -4.721 -1.471 0.085
H -2.523 -2.605 -3.280 0.110
H -0.359 -3.312 -1.521 0.132
H -1.353 -2.584 -0.277 0.038
B -2.179 1.691 2.522 -0.427
C -1.228 1.468 1.333 -0.237
N -0.487 1.263 0.456 -0.080
H -2.394 2.866 2.636 0.008
H -3.190 1.085 2.283 0.012
H -1.608 1.227 3.475 0.017

21
Properties=species:S:1:pos:R:3:nbo_charge:R:1 method="wB97M-V/def2-TZVPD" e_above_lowest_ev=11.2932
C 1.750 -0.823 -1.416 -0.306
O 2.866 -0.523 1.580 -0.915
C 1.240 0.427 -1.233 -0.228
C 0.825 0.851 0.181 -0.446
C -0.551 0.436 0.710 -0.317
C -1.705 -1.641 -0.074 -0.360
C -0.746 -1.028 0.692 -0.217
N -2.591 1.854 -0.214 -0.980
H 2.137 -1.245 -2.378 0.211
H 1.888 -1.404 -0.502 0.225
H 2.797 -1.281 2.169 0.441
H 1.463 1.164 -2.046 0.229
H 1.684 0.398 0.811 0.419
H 1.281 1.928 0.509 0.269
H -0.758 0.956 1.651 0.259
H -1.377 0.989 0.012 0.345
H -1.925 -2.673 -0.134 0.205
H -2.451 -1.006 -0.568 0.203
H -0.090 -1.772 1.380 0.250
H -3.549 1.988 -0.147 0.366
H -2.189 2.404 -0.985 0.346

27
Properties=species:S:1:pos:R:3:nbo_charge:R:1 method="wB97M-V/def2-TZVPD" e_above_lowest_ev=5.7897 charge=+1
C -3.068 1.484 -0.074 -0.170
C -2.130 0.811 0.205 -0.119
C 0.987 -1.758 0.039 -0.678
C 0.203 -0.186 -1.887 -0.710
C 1.077 2.048 -0.255 -0.422
C 2.011 0.420 1.345 -0.418
C -1.300 -0.217 0.611 -0.306
C 0.557 -0.374 -0.470 0.405
N 1.324 0.646 0.100 -0.436
N -1.979 -1.493 0.510 -0.695
H -3.573 2.327 -0.397 0.242
H 0.781 -1.959 1.040 0.215
H 0.504 -2.480 -0.610 0.224
H 2.048 -1.871 -0.128 0.256
H -0.231 0.684 -2.268 0.260
H -0.627 -0.797 -2.365 0.230
H 1.073 -0.431 -2.424 0.249
H 1.554 2.309 -1.239 0.221
H 0.018 2.030 -0.471 0.210
H 1.294 2.774 0.527 0.232
H 1.310 0.611 2.287 0.180
H 2.615 -0.426 1.452 0.219
H 2.611 1.299 1.471 0.230
H -0.684 -0.027 1.457 0.233
H -3.052 -1.541 0.888 0.449
H -1.361 -2.133 1.137 0.457
H -1.963 -1.752 -0.483 0.442

80
Properties=species:S:1:pos:R:3:lowdin_charge:R:1 method="wB97M-V/def2-TZVPD" e_above_lowest_ev=0.0000 charge=-1
Lu 0.470 0.729 -1.342 1.538
O -0.076 -0.611 -2.891 -0.229
C -0.877 -0.712 -3.899 -0.339
C -0.941 -1.920 -4.635 -0.017
C -1.751 -2.052 -5.739 -0.099
C -2.557 -0.990 -6.176 -0.119
C -2.523 0.187 -5.464 -0.067
C -1.715 0.351 -4.329 -0.131
C -1.786 1.630 -3.644 -0.088
N -1.203 1.954 -2.559 -0.072
C -1.371 3.325 -2.079 -0.237
C -1.181 3.379 -0.569 -0.209
N 0.047 2.704 -0.165 -0.089
C 0.760 3.211 0.762 -0.105
C 1.929 2.617 1.395 -0.135
C 2.479 3.317 2.480 -0.068
C 3.523 2.819 3.224 -0.117
C 4.038 1.561 2.880 -0.095
C 3.523 0.850 1.821 -0.013
C 2.466 1.354 1.033 -0.344
O 2.027 0.655 0.031 -0.231
H -0.317 -2.737 -4.292 0.110
H -1.765 -2.992 -6.279 0.096
H -3.187 -1.093 -7.052 0.088
H -3.140 1.026 -5.778 0.103
H -2.424 2.373 -4.133 0.125
H -2.361 3.716 -2.325 0.114
H -0.621 3.955 -2.561 0.080
H -2.013 2.841 -0.102 0.112
H -1.205 4.419 -0.233 0.115
H 0.460 4.179 1.178 0.126
H 2.044 4.279 2.739 0.106
H 3.927 3.377 4.059 0.088
H 4.852 1.138 3.459 0.096
H 3.911 -0.125 1.551 0.113
C 2.914 -0.909 -3.512 -0.110
O 2.463 0.325 -2.950 -0.382
C 2.549 1.488 -3.680 -1.359
S 3.224 1.537 -5.195 0.544
S 1.869 2.781 -2.811 0.566
H 2.437 -1.686 -2.919 0.066
H 3.997 -0.970 -3.436 0.090
H 2.620 -0.990 -4.552 0.056
C -3.655 -0.740 1.647 -0.103
C -2.555 -1.809 1.725 -0.607
C -2.825 -2.886 0.665 -0.097
C -2.569 -2.444 3.121 -0.095
Si -0.910 -0.958 1.306 0.446
O -1.035 -0.135 -0.062 -0.426
C 0.459 -2.267 1.154 -0.186
C 1.154 -2.350 -0.059 -0.094
C 2.203 -3.237 -0.251 -0.078
C 2.587 -4.085 0.780 -0.101
C 1.906 -4.043 1.991 -0.097
C 0.857 -3.146 2.170 -0.106
C -0.514 0.191 2.759 -0.194
C -1.094 1.467 2.744 -0.111
C -0.864 2.388 3.760 -0.098
C -0.028 2.055 4.819 -0.105
C 0.572 0.802 4.850 -0.091
C 0.331 -0.114 3.831 -0.081
H -4.641 -1.199 1.805 0.077
H -3.659 -0.246 0.669 0.075
H -3.521 0.031 2.414 0.069
H -3.798 -3.363 0.844 0.077
H -2.058 -3.667 0.681 0.074
H -2.839 -2.454 -0.343 0.081
H -3.570 -2.842 3.342 0.077
H -2.318 -1.720 3.904 0.073
H -1.867 -3.282 3.194 0.063
H 0.839 -1.723 -0.884 0.051
H 2.725 -3.267 -1.199 0.092
H 3.411 -4.775 0.640 0.094
H 2.194 -4.706 2.799 0.094
H 0.345 -3.137 3.128 0.084
H -1.724 1.747 1.901 0.086
H -1.321 3.371 3.717 0.098
H 0.172 2.775 5.605 0.095
H 1.247 0.546 5.659 0.097
H 0.847 -1.068 3.859 0.087